Density functional theory data (the ωB97M-V functional and the def2-TZVPD basis) for 7 unconnected molecules or ions with the total composition C8H28IN10O6 in a non-equilibrium geometry.

The geometry in XYZ format:
```
53
Properties=species:S:1:pos:R:3:mulliken_charge:R:1
I -0.122 0.381 -0.348 -0.465
C -2.825 -2.104 2.677 -1.208
C -3.519 -1.894 1.323 1.020
C -5.028 -2.275 1.304 -1.515
O -3.256 -0.631 0.949 -0.522
H -3.068 -3.050 3.162 0.331
H -3.098 -1.313 3.376 0.363
H -1.749 -2.030 2.517 0.282
H -3.062 -2.556 0.588 -0.002
H -5.486 -1.576 2.004 0.358
H -5.285 -3.272 1.663 0.351
H -5.545 -2.192 0.348 0.347
H -2.305 -0.503 0.937 0.048
C -1.662 4.077 -2.774 0.568
O -1.461 4.898 -1.873 -0.643
N -2.430 4.338 -3.843 -0.450
N -1.189 2.821 -2.805 -0.319
H -2.718 5.306 -3.874 0.255
H -2.407 3.816 -4.707 0.190
H -1.743 2.205 -3.382 0.246
H -0.678 2.552 -1.976 0.055
C 3.144 -1.579 -2.933 0.594
O 4.279 -1.858 -3.177 -0.726
N 2.978 -0.658 -2.040 -0.193
N 2.126 -2.096 -3.548 -0.341
H 2.094 -0.422 -1.612 0.096
H 3.791 -0.380 -1.508 0.232
H 1.248 -2.038 -3.052 0.195
H 2.200 -2.509 -4.467 0.200
C -0.557 -4.218 0.251 0.738
O -1.330 -4.037 -0.696 -0.694
N -0.191 -5.440 0.557 -0.429
N 0.110 -3.302 0.885 -0.195
H 0.236 -5.631 1.452 0.155
H -0.448 -6.179 -0.082 0.233
H -0.097 -2.326 0.730 -0.018
H 0.679 -3.532 1.688 0.140
C 0.922 4.313 1.297 0.565
O 0.978 5.348 1.958 -0.805
N 1.900 3.516 1.339 -0.257
N -0.013 3.884 0.592 -0.123
H 2.536 3.718 2.097 0.176
H 1.720 2.567 1.044 0.273
H -0.762 4.558 0.532 0.162
H 0.054 3.007 0.095 -0.111
C 3.968 0.919 1.161 0.804
O 4.351 0.681 0.073 -0.710
N 4.863 1.361 2.031 -0.463
N 2.765 0.805 1.685 -0.331
H 4.566 1.784 2.898 0.149
H 5.826 1.424 1.731 0.234
H 2.107 0.332 1.084 -0.003
H 2.596 0.989 2.664 0.163
```

Output
Relative energy (zero: lowest compared OMol25 entry of this formula, charge and spin) in eV: 2.8919
Net charge: -1
Lowest unoccupied orbital energy in eV: 2.424
Molecular weight in g/mol: 487.280
Strongest force on any atom in hartree/bohr: 0.1372
E in a.u.: -1618.55945



Density functional theory data (the ωB97M-V functional and the def2-TZVPD basis) for 6 unconnected molecules or ions with the total composition C8H28N6O6 in a non-equilibrium geometry.

The geometry in XYZ format:
```
48
Properties=species:S:1:pos:R:3:mulliken_charge:R:1
N -12.702 27.133 11.981 -0.398
C -11.618 27.796 11.721 0.619
N -11.324 27.925 10.455 -0.363
O -10.754 28.239 12.767 -0.732
H -12.934 27.123 12.989 0.258
H -13.428 26.946 11.317 0.183
H -10.451 28.276 10.087 0.235
H -12.113 27.856 9.805 0.175
N -5.428 23.372 13.440 -0.447
C -5.757 23.795 14.629 0.253
N -4.742 23.764 15.428 -0.345
O -7.038 24.322 14.978 -0.613
H -6.183 23.571 12.756 0.344
H -4.471 23.389 13.029 0.213
H -4.978 24.065 16.420 0.320
H -3.910 23.229 15.211 0.211
N -9.540 24.806 15.846 -0.191
C -10.175 24.137 16.743 0.505
N -11.348 24.618 16.974 -0.377
O -9.713 22.944 17.303 -0.770
H -8.607 24.486 15.546 0.283
H -9.661 25.861 15.684 0.435
H -11.894 24.217 17.802 0.290
H -11.633 25.522 16.555 0.205
C -7.056 25.251 18.269 -0.428
C -5.624 25.286 18.600 -0.676
O -4.945 24.276 18.061 -0.560
H -7.603 26.022 18.783 0.440
H -7.592 24.283 18.454 0.312
H -7.122 25.439 17.120 -0.203
H -5.510 25.209 19.658 0.389
H -5.211 26.244 18.237 0.253
H -5.116 23.479 18.599 0.309
C -6.262 26.873 12.895 -1.063
C -7.556 27.084 12.160 -0.109
O -8.536 26.227 12.541 -0.460
H -5.627 27.774 12.849 0.321
H -5.782 26.039 12.418 0.290
H -6.185 26.458 13.907 0.133
H -7.441 27.124 11.069 0.334
H -7.934 28.029 12.509 0.314
H -9.386 26.643 12.320 0.170
C -8.477 27.824 15.950 -0.218
O -9.662 27.499 15.389 -0.579
H -8.440 27.609 17.027 0.177
H -8.175 28.838 15.778 0.422
H -7.702 27.065 15.600 -0.156
H -9.671 27.893 14.523 0.295
```

Output
Relative energy (zero: lowest compared OMol25 entry of this formula, charge and spin) in eV: 4.5233
Net charge: 0
Lowest unoccupied orbital energy in eV: 0.147
Structure (SMILES): NC(N)=O.NC(N)=O.NC(N)=O.CCO.CCO.CO
Molecular weight in g/mol: 304.348
Strongest force on any atom in hartree/bohr: 0.1643
E in a.u.: -1101.49881



Density functional theory data (the ωB97M-V functional and the def2-TZVPD basis) for 5 unconnected molecules or ions with the total composition C8H28NO7 in a non-equilibrium geometry.

The geometry in XYZ format:
```
44
Properties=species:S:1:pos:R:3:mulliken_charge:R:1
N 0.665 -1.835 -0.940 -0.459
H 1.449 -2.172 -1.480 0.332
H -0.062 -2.537 -0.949 0.396
H 0.261 -0.992 -1.323 0.338
H 1.047 -1.833 -0.005 0.378
C -5.646 -2.365 0.590 -0.868
C -4.721 -3.517 0.932 -0.243
O -4.221 -4.128 -0.244 -0.518
H -6.112 -1.994 1.503 0.309
H -6.443 -2.606 -0.115 0.288
H -5.029 -1.583 0.148 0.237
H -5.198 -4.226 1.609 0.333
H -3.825 -3.106 1.395 0.155
H -4.728 -4.934 -0.361 0.308
C 5.884 -2.980 -1.967 -0.392
C 5.815 -1.924 -0.828 -0.354
O 4.965 -2.303 0.232 -0.522
O 4.701 -3.070 -2.807 -0.504
H 5.975 -3.934 -1.446 0.221
H 6.805 -2.845 -2.533 0.390
H 5.484 -0.947 -1.179 0.222
H 6.840 -1.912 -0.458 0.318
H 5.501 -2.456 1.013 0.323
H 5.013 -2.783 -3.668 0.306
C -2.014 2.251 3.782 -0.342
C -3.363 2.605 4.437 -0.542
O -3.799 3.849 4.079 -0.492
O -1.672 0.988 4.124 -0.503
H -1.276 2.977 4.123 0.343
H -2.107 2.237 2.696 0.227
H -3.355 2.604 5.527 0.360
H -3.997 1.763 4.161 0.350
H -3.071 4.421 4.331 0.298
H -1.633 1.034 5.082 0.301
C 1.834 4.143 -2.593 -0.581
C 0.565 3.764 -3.257 -0.179
O -0.102 2.652 -2.737 -0.528
O 2.945 3.326 -3.041 -0.498
H 1.747 3.994 -1.517 0.249
H 2.062 5.205 -2.683 0.378
H 0.556 3.849 -4.343 0.260
H -0.071 4.579 -2.913 0.253
H -1.054 2.763 -2.788 0.329
H 3.386 3.980 -3.588 0.319
```

Output
Relative energy (zero: lowest compared OMol25 entry of this formula, charge and spin) in eV: 3.5133
Net charge: +1
Lowest unoccupied orbital energy in eV: -3.754
Molecular weight in g/mol: 250.312
Strongest force on any atom in hartree/bohr: 0.0622
E in a.u.: -902.67120



Density functional theory data (the ωB97M-V functional and the def2-TZVPD basis) for 6 unconnected molecules or ions with the total composition C8H28O6.

The geometry in XYZ format:
```
42
Properties=species:S:1:pos:R:3:mulliken_charge:R:1
C 2.252 -0.567 -2.532 -0.530
C 3.485 -0.070 -1.766 -0.330
O 4.649 -0.854 -2.020 -0.538
H 2.181 -1.648 -2.417 0.261
H 2.309 -0.292 -3.586 0.411
H 1.344 -0.136 -2.107 -0.095
H 3.311 -0.142 -0.695 0.196
H 3.690 0.976 -2.017 0.336
H 4.928 -0.689 -2.925 0.300
C -0.028 0.310 3.339 -0.401
C 1.030 0.746 4.321 -0.593
O 2.225 1.181 3.686 -0.509
H -0.983 0.156 3.858 0.333
H 0.232 -0.599 2.800 0.032
H -0.203 1.117 2.625 0.215
H 1.247 -0.051 5.041 0.303
H 0.669 1.602 4.890 0.322
H 2.707 0.414 3.363 0.299
C -3.063 1.588 -2.030 -1.130
C -2.106 1.851 -3.167 -0.157
O -0.782 1.560 -2.694 -0.480
H -4.059 1.981 -2.242 0.428
H -2.724 2.100 -1.127 0.243
H -3.158 0.529 -1.797 0.224
H -2.155 2.901 -3.467 0.312
H -2.330 1.216 -4.027 0.295
H -0.152 1.795 -3.379 0.249
C 1.388 -2.627 0.517 -0.447
O 0.262 -2.303 -0.259 -0.456
H 2.283 -2.063 0.220 0.102
H 1.217 -2.479 1.591 0.205
H 1.623 -3.680 0.354 0.302
H 0.091 -1.351 -0.180 0.398
C -3.152 -1.060 1.324 -0.540
O -3.501 0.291 1.010 -0.460
H -2.674 -1.519 0.458 0.260
H -2.440 -1.105 2.150 0.162
H -4.045 -1.629 1.581 0.293
H -3.334 0.831 1.786 0.295
O -0.395 0.417 -0.098 -0.599
H -0.677 0.935 -0.866 0.248
H -1.162 0.367 0.482 0.239
```

Output
Relative energy (zero: lowest compared OMol25 entry of this formula, charge and spin) in eV: 0.5873
Net charge: 0
Lowest unoccupied orbital energy in eV: 0.593
Structure (SMILES): CCO.CCO.CCO.CO.CO.O
Molecular weight in g/mol: 220.306
Strongest force on any atom in hartree/bohr: 0.0130
E in a.u.: -772.97271



Density functional theory data (the ωB97M-V functional and the def2-TZVPD basis) for a molecular structure, C8H28OP2SV in a non-equilibrium geometry.

The geometry in XYZ format:
```
41
Properties=species:S:1:pos:R:3:mulliken_charge:R:1
V -1.639 -0.098 -0.072 0.637
H 2.697 0.297 -0.070 0.000
H 2.662 -0.429 -0.024 -0.027
P 0.037 2.158 -0.528 0.750
P -0.027 -2.264 -0.717 0.736
C -1.285 -3.204 0.243 -1.223
H -1.279 -4.255 -0.060 0.440
H -1.054 -3.111 1.315 0.277
H -2.264 -2.741 0.017 0.355
C -0.312 -2.806 -2.448 -1.084
H 0.479 -2.373 -3.075 0.378
H -0.331 -3.898 -2.547 0.425
H -1.269 -2.368 -2.748 0.332
C 1.489 -3.238 -0.264 -1.299
H 1.650 -3.163 0.813 0.373
H 1.402 -4.304 -0.518 0.416
H 2.366 -2.822 -0.762 0.399
C -0.472 2.769 -2.194 -1.096
H -0.401 3.853 -2.313 0.413
H 0.147 2.282 -2.948 0.403
H -1.493 2.436 -2.368 0.346
C -1.057 3.098 0.586 -1.289
H -0.743 2.901 1.612 0.319
H -1.018 4.174 0.386 0.418
H -2.078 2.718 0.472 0.378
C 1.606 3.100 -0.310 -1.367
H 2.408 2.687 -0.926 0.382
H 1.530 4.172 -0.539 0.413
H 1.945 3.026 0.726 0.402
H 0.269 -0.118 -1.437 -0.036
H -0.553 -0.015 -1.843 0.089
C -2.794 0.485 3.749 -0.999
S -1.069 0.105 3.407 0.467
C -1.050 -1.358 4.467 -1.105
O -1.132 -0.540 1.999 -0.309
H -2.911 0.626 4.803 0.469
H -3.471 -0.351 3.472 0.343
H -3.049 1.432 3.212 0.297
H -1.919 -2.013 4.346 0.342
H -0.104 -1.948 4.324 0.350
H -1.091 -1.006 5.487 0.483
```

Output
Spin multiplicity: 2
Net charge: +2
Lowest unoccupied orbital energy (spin up / spin down) in eV: -7.915 / -7.951
Molecular weight in g/mol: 285.270
Strongest force on any atom in hartree/bohr: 0.0808
E in a.u.: -2420.94745



Density functional theory data (the ωB97M-V functional and the def2-TZVPD basis) for a molecular structure, C8H29B2CoNO4 in a non-equilibrium geometry.

The geometry in XYZ format:
```
45
Properties=species:S:1:pos:R:3:mulliken_charge:R:1
Co -0.452 -0.112 0.157 0.486
B -1.599 -2.091 0.178 0.478
H -2.316 -1.344 -0.368 -0.262
H -0.731 -2.378 -0.538 -0.360
H -1.250 -1.521 1.114 -0.095
H -2.185 -3.018 0.540 -0.185
B -1.059 0.460 2.442 1.043
H -0.840 1.391 3.111 -0.267
H -1.621 0.881 1.511 -0.457
H -0.022 -0.020 2.212 -0.472
H -1.731 -0.225 3.090 -0.285
C 2.774 -2.174 2.600 -0.653
C 2.496 -1.303 1.392 -0.241
O 1.227 -1.547 0.835 -0.297
O 2.853 -3.556 2.191 -0.564
H 1.985 -2.136 3.351 0.302
H 3.735 -1.840 2.989 0.371
H 3.283 -1.489 0.649 0.321
H 2.693 -0.289 1.756 0.199
H 1.133 -2.501 0.737 0.236
H 1.978 -3.954 2.172 0.328
C -2.636 2.182 -0.365 -1.103
O -1.726 1.274 -0.965 0.099
C -2.037 0.869 -2.309 -0.530
C -1.242 -0.327 -2.704 -1.080
N 0.010 -0.558 -1.987 -0.176
C 1.127 0.352 -2.353 -1.059
C 1.172 1.631 -1.549 -0.523
O 0.827 1.403 -0.188 0.289
C 1.157 2.442 0.747 -0.875
H -3.443 1.625 0.110 0.332
H -3.011 2.910 -1.087 0.328
H -2.131 2.741 0.418 0.248
H -1.927 1.797 -2.885 0.465
H -3.095 0.590 -2.290 0.364
H -1.178 -0.466 -3.791 0.425
H -1.943 -1.140 -2.495 0.422
H 0.346 -1.490 -2.187 0.358
H 1.170 0.512 -3.433 0.361
H 2.067 -0.161 -2.130 0.405
H 0.399 2.323 -1.911 0.345
H 2.136 2.128 -1.666 0.562
H 1.504 1.986 1.667 0.182
H 0.227 2.993 0.905 0.147
H 1.872 3.151 0.327 0.386
```

Output
Spin multiplicity: 4
Relative energy (zero: lowest compared OMol25 entry of this formula, charge and spin) in eV: 1.1183
Net charge: 0
Lowest unoccupied orbital energy (spin up / spin down) in eV: 0.222 / 0.218
Molecular weight in g/mol: 283.880
Strongest force on any atom in hartree/bohr: 0.0455
E in a.u.: -2110.17070